(1)
{
  "formula": "C27H55FN3O11S3",
  "method": "wB97M-V/def2-TZVPD",
  "symbols": ["H", "H", "S", "H", "H", "H", "H", "H", "C", "H", "C", "C", "C", "N", "O", "C", "H", "O", "C", "C", "H", "H", "C", "H", "H", "H", "H", "H", "C", "H", "O", "C", "H", "C", "O", "H", "C", "S", "H", "H", "O", "H", "C", "H", "H", "N", "H", "H", "H", "H", "C", "N", "H", "C", "H", "H", "C", "H", "H", "O", "S", "C", "H", "C", "C", "H", "O", "C", "H", "C", "H", "C", "H", "H", "H", "H", "H", "H", "H", "H", "H", "H", "H", "O", "F", "C", "H", "O", "H", "H", "H", "H", "C", "C", "C", "O", "H", "O", "C", "H"],
  "xyz": [[-29.2196, -28.1805, 17.2275], [-23.8041, -31.0747, 17.4696], [-20.2928, -28.0874, 11.7410], [-22.2770, -26.5878, 14.6244], [-26.1485, -27.8653, 20.2469], [-24.3525, -23.6996, 12.9656], [-24.4912, -21.9667, 12.8788], [-24.1663, -21.9794, 19.5978], [-23.8981, -26.6702, 16.6339], [-21.8574, -26.3372, 11.1756], [-23.5758, -22.9415, 19.9079], [-23.3105, -31.6410, 16.7303], [-28.3736, -28.7107, 17.6387], [-19.3449, -26.3655, 19.1744], [-19.1285, -28.4547, 20.3646], [-26.8401, -30.4339, 17.9954], [-21.9829, -30.4024, 14.0786], [-20.4267, -29.4428, 11.1173], [-25.3692, -26.3131, 16.8216], [-24.9648, -22.8273, 12.9717], [-27.8237, -23.7910, 14.0050], [-28.0771, -26.8775, 18.9448], [-27.7392, -27.8439, 18.7034], [-25.7445, -23.8011, 14.5690], [-21.6883, -32.8671, 17.7754], [-21.2499, -27.2973, 9.7462], [-23.1748, -24.8509, 16.3652], [-23.3532, -23.2823, 17.7006], [-19.8626, -25.8476, 10.7140], [-25.3776, -30.0951, 19.3300], [-23.4912, -27.9193, 16.7695], [-18.7045, -27.4617, 11.6663], [-17.6474, -25.4987, 20.2748], [-19.8002, -28.6252, 18.1655], [-28.0069, -22.1615, 11.1243], [-22.3082, -24.3049, 18.7063], [-21.0688, -26.9269, 10.7771], [-21.0410, -31.6630, 15.4997], [-20.8951, -28.7475, 18.2847], [-19.1380, -26.2318, 18.1833], [-23.9181, -23.2830, 16.4966], [-19.0120, -25.8612, 21.1702], [-21.8749, -31.8947, 17.0804], [-20.7631, -23.6045, 16.7804], [-26.4634, -31.4488, 17.7762], [-22.7832, -23.2210, 18.7114], [-19.2402, -29.7459, 18.2121], [-22.5210, -25.6676, 17.1204], [-17.7302, -25.9873, 10.9290], [-19.9217, -25.2355, 11.5460], [-26.6145, -28.4622, 19.3282], [-22.8457, -25.6772, 16.3547], [-20.3539, -22.0952, 16.7730], [-20.4532, -22.7450, 17.4744], [-18.0435, -28.4747, 11.5030], [-25.7213, -25.5839, 16.0615], [-26.1329, -29.7296, 18.9166], [-24.1741, -23.8400, 20.4341], [-26.0902, -27.3490, 16.7719], [-21.6450, -21.2027, 18.8499], [-27.3660, -23.1966, 11.8185], [-27.9768, -29.9452, 17.3632], [-25.7382, -22.1663, 14.7349], [-22.2933, -30.5468, 14.9570], [-23.4605, -31.1600, 15.3169], [-20.1306, -24.9874, 9.8396], [-27.6858, -24.5371, 11.6971], [-19.2704, -27.8153, 19.3020], [-21.1703, -26.5186, 15.7479], [-26.0449, -22.8899, 14.0607], [-18.3004, -27.2027, 12.6453], [-25.5528, -22.8780, 11.5232], [-25.4633, -22.0490, 10.8752], [-20.1452, -25.9844, 19.1069], [-19.5516, -22.9659, 17.9350], [-22.2058, -29.5990, 15.5589], [-18.6253, -26.8456, 9.7589], [-22.7967, -22.5666, 20.6132], [-19.7477, -28.3041, 17.1548], [-25.2250, -23.7531, 11.1197], [-27.7944, -21.9902, 14.0820], [-23.8004, -32.7638, 16.8859], [-24.2694, -30.7070, 15.0012], [-19.7856, -31.0586, 15.7175], [-28.6427, -30.6055, 16.4467], [-21.8527, -26.0196, 15.3448], [-25.6314, -25.8254, 17.7371], [-21.5552, -25.5150, 18.6817], [-23.3551, -32.0987, 14.7016], [-22.4428, -25.9409, 18.7559], [-23.9415, -22.4003, 16.1320], [-18.9458, -24.5704, 20.3621], [-21.6680, -22.2774, 18.3094], [-27.3919, -22.8912, 13.5910], [-18.7345, -25.5461, 20.3498], [-21.1108, -32.9418, 14.8173], [-21.2731, -25.0225, 14.7080], [-20.8146, -27.9854, 13.0510], [-18.5907, -26.5107, 10.6314], [-21.4817, -31.2188, 17.7353]],
  "relative_energy_kj_mol": 570.5,
  "gap_ha": 0.296,
  "charge": 1,
  "largest_force_ev_per_a": 15.67
}

---

(2)
{
  "formula": "C27H56ClN5O14",
  "method": "wB97M-V/def2-TZVPD",
  "symbols": ["H", "H", "H", "H", "H", "H", "H", "C", "H", "C", "N", "C", "H", "C", "C", "O", "C", "H", "H", "H", "H", "N", "H", "O", "H", "H", "H", "H", "C", "H", "N", "H", "H", "H", "C", "O", "H", "C", "O", "H", "H", "O", "C", "C", "H", "N", "C", "H", "H", "C", "H", "H", "H", "C", "O", "H", "N", "H", "H", "C", "C", "O", "C", "H", "C", "Cl", "O", "H", "C", "H", "H", "C", "C", "H", "H", "H", "H", "C", "H", "H", "H", "H", "H", "O", "C", "C", "O", "C", "C", "H", "H", "H", "O", "O", "H", "H", "H", "H", "C", "O", "H", "H", "O"],
  "xyz": [[-2.5434, -5.4713, 3.5586], [0.0590, -4.1645, 7.2834], [3.1251, 3.4856, 3.8298], [0.0304, 2.3345, -1.1753], [-3.2965, 6.0330, 0.1052], [3.9166, 1.8899, 4.4542], [-0.4657, 2.7843, 3.8064], [0.4413, 2.2792, 3.2166], [-1.6099, -4.8364, 7.4083], [-0.1934, 1.0122, 2.3999], [-4.4677, -5.0865, 2.8265], [2.5044, -4.3751, -7.8869], [-2.3145, -1.9248, 1.3947], [1.5632, 1.9002, 4.3483], [6.1514, 5.2165, 6.1369], [0.0074, -1.1223, 1.0914], [-0.6684, 1.3149, 0.8255], [2.9734, -0.7298, -3.0587], [-2.6582, -4.0692, 2.4414], [-4.6832, 4.2360, 1.7573], [-1.3637, -3.1006, 7.0166], [-0.9318, -4.4627, 5.4623], [-3.8277, 5.7918, 2.4369], [4.6987, -4.1057, -9.0403], [5.9927, 5.8873, 6.9837], [1.5883, -0.5612, -0.9068], [7.2922, -3.8653, -9.1391], [0.6200, 3.2664, 0.3537], [-0.7793, -0.7123, -1.1682], [-1.3943, -0.0558, -1.9171], [5.3680, -3.4805, -9.8711], [-4.1350, 3.9099, -0.9246], [-5.5578, 0.2629, -0.9551], [-3.2922, -3.9284, 4.1162], [2.4939, -1.7443, -3.4583], [1.7327, -0.8900, 2.7617], [-2.2893, 1.7705, -1.0857], [-2.6595, 2.3592, -0.1381], [2.3660, -4.2945, -5.5682], [6.5434, -2.3224, -8.5814], [-4.6402, -1.8147, 1.2874], [-3.4023, -0.8263, -0.2031], [-3.1335, -4.5991, 3.2694], [-1.2504, 5.4228, 0.9045], [-6.4749, -0.3376, 0.5824], [2.5826, -3.6408, -6.5952], [0.6632, -0.3599, 2.1668], [-1.0110, 4.1250, -1.8562], [1.5066, 0.7961, 4.7436], [-2.1639, 4.2440, -2.0248], [1.4934, -4.7778, -7.9763], [-2.4299, 5.3148, -2.4532], [-0.7003, -3.3803, -2.9835], [-0.9650, -4.1114, 6.9077], [-5.1370, -5.7117, 3.6573], [1.4718, 1.6304, -0.1794], [4.8173, 4.7292, 5.6940], [2.0996, -1.5715, -4.5656], [3.2850, -2.6164, -3.5088], [-2.9818, 3.8937, -0.6177], [-4.6174, -1.6041, 0.1174], [-1.7881, 2.2443, 1.0416], [-0.9529, -0.2407, 0.3922], [1.5345, -2.9608, -1.7826], [0.0181, -2.6513, -3.5942], [3.3273, 1.8569, 1.9831], [4.4784, 4.9845, 4.5326], [-2.4842, 3.4053, -2.8113], [0.4278, 2.1906, -0.0665], [-0.9313, 4.8537, 1.9032], [-6.6185, -1.2864, -1.1439], [6.7021, -2.9932, -9.4282], [3.0562, 2.2972, 3.7667], [3.2489, -5.1732, -7.8577], [-4.6888, -2.6348, -0.4755], [-2.9317, 4.1112, 2.6610], [6.7416, 4.3444, 6.4261], [-3.6337, 4.7242, 1.9405], [-1.2264, 6.5856, 1.1494], [6.6268, 5.7465, 5.3089], [1.3704, 2.6196, 5.2779], [-1.2155, -1.8196, -1.2330], [7.1774, -2.4632, -10.2563], [5.0290, -3.2252, -11.0325], [0.7656, -0.7644, -1.7135], [-2.4129, -0.8755, 0.8858], [4.1480, 4.1040, 6.5248], [1.1608, -2.1412, -2.5298], [-2.8047, 5.0378, 0.5432], [0.5517, -3.3383, -4.3998], [0.8655, 0.1190, -2.5096], [-1.1665, 0.6511, 2.9403], [2.8573, -2.4362, -6.6446], [-4.8066, -4.8312, 1.6651], [0.8587, 3.1515, 2.5179], [-3.6998, 1.8638, 0.1702], [-0.5142, 5.2039, 0.0112], [2.7160, -3.6798, -8.7019], [-5.9267, -0.7089, -0.3902], [-0.5018, -5.5849, 5.1710], [-2.8030, -0.1251, 1.7229], [-0.5682, -1.7865, -4.1352], [-1.3350, -3.6098, 4.6631]],
  "smiles": "CCOC[C@]1(CCC(C)C)OC(=O)[C@@H](CCCCl)[C@]1(C)OC[C@H](C)C(C)C.C[N+](=O)[O-].C[N+](=O)[O-].C[N+](=O)[O-].C[N+](=O)[O-].C[N+](=O)[O-]",
  "gap_ha": 0.327,
  "charge": 0,
  "largest_force_ev_per_a": 8.51
}